(1)
Here is a single C5H13NSi molecule in a non-equilibrium geometry from OMol25. Energies are from ωB97M-V/def2-TZVPD.

Properties
**2S+1**: 1
**Lowest unoccupied orbital energy**: 0.0344 Eh
**HOMO-LUMO gap**: 9.899 eV
**Energy above the lowest of the compared OMol25 structures with the same formula, charge and spin**: 97.21 kJ/mol
**SMILES string**: C/C=C/[Si](C)(C)N
**HOMO energy**: -8.96 eV

Each line ends with the Löwdin charge.
CARTESIAN COORDINATES (ANGSTROEM)
Si1 0.950 -0.526 -0.195  0.5159
N1 1.475 -1.732 0.938  -0.0879
C1 1.789 1.192 -0.216  -0.1657
C2 -0.992 0.042 0.020  -0.1601
C3 -3.030 1.293 1.092  -0.0956
C4 -1.564 0.904 0.858  -0.2486
C5 1.155 -1.448 -1.904  -0.1969
H1 -3.678 0.926 0.305  0.0696
H2 2.205 1.208 -1.152  -0.0288
H3 -0.907 1.486 1.526  0.0896
H4 0.083 -1.876 -2.140  0.0509
H5 1.756 -1.684 1.888  0.0065
H6 -3.163 0.957 2.058  0.0407
H7 1.796 -2.376 -1.894  0.0213
H8 1.624 -0.608 -2.523  0.0312
H9 -3.305 2.334 1.031  0.0631
H10 1.875 -2.583 0.514  0.0267
H11 -1.534 -0.583 -0.698  0.0354
H12 0.877 1.751 -0.021  0.0028
H13 2.590 1.324 0.512  0.0300

---

(2)
Here is 2 unconnected molecules or ions with the total composition C5H13O2 in a non-equilibrium geometry from OMol25. Energies are from ωB97M-V/def2-TZVPD.

Properties
**Total charge**: -1
**2S+1**: 1
**Lowest unoccupied orbital energy**: 0.1469 Eh
**HOMO-LUMO gap**: 6.927 eV
**Energy above the lowest of the compared OMol25 structures with the same formula, charge and spin**: 93.29 kJ/mol
**HOMO energy**: -2.93 eV

Each line ends with the Löwdin charge.
CARTESIAN COORDINATES (ANGSTROEM)
O1 0.410 -2.619 2.459  -0.1530
O2 -0.701 -0.248 1.941  -0.3529
C1 0.440 0.250 -1.829  -0.2685
C2 0.228 1.389 0.512  -0.2382
C3 -0.642 1.111 1.769  -0.4917
C4 -0.472 0.859 -0.736  -0.2521
C5 0.422 -1.302 -1.889  -0.1012
H1 -0.948 1.743 -1.178  0.0915
H2 -0.232 -2.765 1.752  0.0008
H3 -1.293 0.196 -0.452  0.0937
H4 0.417 -1.645 2.287  -0.0172
H5 0.080 0.649 -2.786  0.0809
H6 1.166 0.946 0.887  0.0988
H7 1.414 0.725 -1.665  0.0912
H8 -1.686 1.468 1.554  0.0796
H9 1.165 -1.654 -1.173  0.0677
H10 0.520 -1.638 -2.914  0.0503
H11 -0.535 -1.551 -1.430  0.0602
H12 0.548 2.415 0.241  0.0878
H13 -0.301 1.669 2.651  0.0721

---

(3)
Here is 3 unconnected molecules or ions with the total composition C5H13O3 in a non-equilibrium geometry from OMol25. Energies are from ωB97M-V/def2-TZVPD.

Properties
**Total charge**: -1
**2S+1**: 1
**Lowest unoccupied orbital energy**: 0.1328 Eh
**HOMO-LUMO gap**: 6.564 eV
**Energy above the lowest of the compared OMol25 structures with the same formula, charge and spin**: 140.21 kJ/mol
**HOMO energy**: -2.95 eV

Each line ends with the Löwdin charge.
CARTESIAN COORDINATES (ANGSTROEM)
O1 0.113 1.204 -3.823  -0.1497
O2 1.513 -1.990 -3.059  -0.0812
O3 -1.193 1.107 -1.524  -0.3463
C1 -0.329 1.068 -0.474  -0.5104
C2 -0.949 1.126 0.965  -0.1894
C3 0.332 -0.458 2.584  -0.1872
C4 -0.870 -0.275 1.711  -0.2273
C5 0.559 -1.528 3.346  -0.0344
H1 -1.909 1.585 0.740  0.0862
H2 0.326 0.152 -0.622  0.0871
H3 0.483 1.827 -0.537  0.0739
H4 2.212 -1.513 -2.607  0.0201
H5 1.014 0.363 2.357  0.1018
H6 1.083 -1.224 -3.479  0.0185
H7 -0.814 -1.064 0.930  0.1128
H8 -0.273 1.109 -2.898  -0.0261
H9 -0.461 1.894 1.573  0.0767
H10 1.529 -1.524 3.850  0.0324
H11 -0.537 1.058 -4.522  0.0060
H12 -1.906 -0.437 2.004  0.0940
H13 0.077 -2.480 3.485  0.0425